No. 1
Molecular formula: C43H58N2O3P2S2Tl
Method: DFT, the ωB97M-V functional and the def2-TZVPD basis

Geometry (Å):
Tl: -0.7456 0.6810 0.7813
C: -1.0351 3.1893 -2.5118
C: -0.7141 4.0550 -1.2943
C: -1.9887 4.6480 -0.6878
P: 0.1693 3.1132 0.0074
C: 0.7088 4.3534 1.2667
C: 1.3332 5.5913 0.6241
C: 1.6771 3.7227 2.2656
C: 1.6841 2.4474 -0.7234
C: 2.2839 2.9993 -1.8561
C: 3.4063 2.4335 -2.4390
C: 4.0522 3.0371 -3.6551
C: 3.9190 1.2747 -1.8559
C: 3.3367 0.7014 -0.7423
C: 2.2114 1.2762 -0.1427
N: 1.5324 0.6882 0.9272
C: 2.1240 0.3009 2.0903
C: 3.5021 0.4936 2.3523
C: 4.0855 0.0963 3.5314
C: 3.3623 -0.5203 4.5583
C: 4.0168 -0.9697 5.8374
C: 2.0104 -0.6718 4.3457
C: 1.3664 -0.2672 3.1618
P: -0.4151 -0.3179 3.0768
C: -1.2060 0.6713 4.4078
C: -0.7517 2.1261 4.3462
C: -1.0361 0.1016 5.8155
C: -1.1389 -2.0050 3.2092
C: -1.6436 -2.4463 1.8446
C: -0.2236 -3.0639 3.8233
H: -1.5489 3.7981 -3.2585
H: -1.6910 2.3626 -2.2380
H: -0.1349 2.7803 -2.9698
H: -0.0553 4.8709 -1.6045
H: -2.6666 3.8544 -0.3657
H: -2.5101 5.2466 -1.4357
H: -1.7848 5.2940 0.1677
H: -0.2050 4.6423 1.7953
H: 2.1792 5.3162 -0.0107
H: 1.7116 6.2515 1.4065
H: 0.6214 6.1618 0.0283
H: 2.6192 3.4643 1.7779
H: 1.2829 2.8172 2.7234
H: 1.8951 4.4399 3.0589
H: 1.8626 3.8935 -2.3037
H: 3.4092 3.7888 -4.1127
H: 4.2638 2.2723 -4.4042
H: 4.9994 3.5179 -3.4028
H: 4.7884 0.8006 -2.2988
H: 3.7398 -0.2172 -0.3331
H: 4.1153 0.9755 1.6049
H: 5.1478 0.2699 3.6665
H: 5.0986 -0.8535 5.7833
H: 3.8079 -2.0201 6.0459
H: 3.6665 -0.3883 6.6925
H: 1.4209 -1.1258 5.1316
H: -2.2662 0.6161 4.1347
H: 0.3099 2.2096 4.5851
H: -1.3090 2.7154 5.0753
H: -0.9174 2.5723 3.3618
H: -0.0095 0.2101 6.1637
H: -1.3237 -0.9479 5.8847
H: -1.6721 0.6609 6.5033
H: -2.0187 -1.8581 3.8442
H: -0.7937 -2.6119 1.1679
H: -2.8083 -1.6818 0.4693
H: -2.1768 -3.3965 1.9654
H: 0.7268 -3.1280 3.2930
H: -0.7161 -4.0359 3.7626
H: -0.0107 -2.8739 4.8737
O: -2.4953 -1.4311 1.3574
S: -3.1219 -4.2410 -0.5008
C: -1.9553 -5.3456 -1.3560
C: -1.3557 -4.8239 -2.6603
C: -0.7362 -3.4334 -2.5768
C: 0.5243 -3.4121 -1.7302
S: 1.0225 -1.7471 -1.2364
O: -0.2607 -1.1571 -0.6798
C: 1.2358 -1.0279 -2.8536
C: 0.3021 -0.1223 -3.3228
C: 0.4776 0.4153 -4.5929
C: 1.5666 0.0432 -5.3669
C: 2.5001 -0.8617 -4.8739
C: 2.3436 -1.3941 -3.6051
C: -4.1806 -3.7182 -1.8252
C: -5.0337 -4.6234 -2.4499
C: -5.8686 -4.1937 -3.4689
C: -5.8750 -2.8568 -3.8483
C: -5.0371 -1.9523 -3.2140
C: -4.1795 -2.3836 -2.2112
H: -2.4444 -6.3026 -1.5344
H: -1.1820 -5.5289 -0.6056
H: -2.1232 -4.8148 -3.4357
H: -0.6079 -5.5559 -2.9829
H: -1.4550 -2.7421 -2.1352
H: -0.5164 -3.0679 -3.5804
H: 1.3936 -3.8496 -2.2286
H: 0.3884 -3.9360 -0.7806
H: -0.5543 0.1392 -2.7110
H: -0.2492 1.1167 -4.9826
H: 1.6919 0.4594 -6.3581
H: 3.3528 -1.1474 -5.4759
H: 3.0780 -2.0879 -3.2096
H: -5.0510 -5.6578 -2.1288
H: -6.5292 -4.8994 -3.9553
H: -6.5404 -2.5210 -4.6329
H: -5.0485 -0.9073 -3.4964
H: -3.5064 -1.6852 -1.7278
O: -4.8054 1.0731 -0.6442
C: -3.6427 0.9461 -0.5148
N: -2.4526 0.8328 -0.4575

Results
* frontier orbital gap: 0.27050 Eh
* total charge: +1
* relative energy (zero: lowest compared OMol25 entry of this formula, charge and spin): 0.311 eV
* E_tot: -99592.62676 eV

***

No. 2
Molecular formula: BrClO3P
Method: DFT, the ωB97M-V functional and the def2-TZVPD basis

Geometry (Å):
O: -0.1058 1.3450 -1.3519
O: 0.0397 0.5755 1.4863
O: 0.1287 -1.3676 -0.1887
P: -0.3609 0.1721 0.1380
Cl: 1.7830 -1.4530 0.0665
Br: -2.4572 -0.4727 0.0777

Results
* frontier orbital gap: 0.29055 Eh
* total charge: -1
* relative energy (zero: lowest compared OMol25 entry of this formula, charge and spin): 2.861 eV
* E_tot: -97997.33420 eV

***

No. 3
Molecular formula: C5H14N2P
Method: DFT, the ωB97M-V functional and the def2-TZVPD basis

Geometry (Å):
C: 2.8080 0.3037 1.0911
C: -1.2330 -0.4438 -0.3442
C: -0.3487 -1.5655 -0.4652
C: -2.6988 -0.7828 -0.4767
C: -1.6339 1.9047 0.3039
N: -0.8481 0.7269 0.0164
N: 2.3873 0.2371 -0.3054
P: 3.5499 -1.0846 0.0204
H: 3.5620 1.0190 1.2969
H: 1.9853 0.0242 1.6319
H: -0.8388 -2.3050 -1.1506
H: -0.2203 -1.9192 0.5448
H: 0.5706 -1.4518 -1.0152
H: -2.8629 -1.3601 -1.4126
H: -3.3602 0.0100 -0.1552
H: -2.7762 -1.5253 0.3703
H: -1.5558 2.1015 1.3370
H: -1.3724 2.7174 -0.3392
H: -2.5982 1.7582 0.0370
H: 0.1148 1.0035 0.0178
H: 2.6172 0.8735 -1.0493
H: 4.7523 -0.2416 0.0460

Results
* frontier orbital gap: 0.33513 Eh
* total charge: +1
* relative energy (zero: lowest compared OMol25 entry of this formula, charge and spin): 1.083 eV
* E_tot: -17672.38605 eV

***

For the records above, the corresponding highest occupied orbital energy values read -0.3484, -0.1737, -0.4716 Ha.
For the records above, the corresponding LUMO level values read -2.12, 3.18, -3.71 eV.